Below is a 14-piece molecular cluster, C90H218N14O26 overall in a non-equilibrium geometry, with properties calculated with ωB97M-V/def2-TZVPD.

For the LUMO energy, the calculation gives 0.0189 Eh. The HOMO-LUMO gap comes out at 0.321 Ha. For the energy relative to the best compared isomer or geometry (same formula, charge and spin), the calculation gives 0.0 kcal per mole. The value obtained for the total energy is -170940.4636 eV.

Structure (XYZ):
```
348
Properties=species:S:1:pos:R:3:forces:R:3
C 0.5866 -2.0432 7.9276 -0.75 0.02 0.04
C 0.1330 -3.3867 7.3213 -1.23 -0.70 -0.56
C 0.3775 -3.4428 5.7957 0.41 0.67 -0.15
C 1.8217 -3.7729 5.3732 -0.92 0.04 -0.42
C 2.2753 -5.0630 6.0667 0.45 0.28 -1.77
C 2.1517 -5.0632 7.5733 -1.65 0.69 -0.78
N 0.7910 -4.5974 7.9063 -0.95 0.63 0.26
O 0.7074 -4.4986 9.3140 0.41 0.57 0.43
C 2.1698 -6.4877 8.0407 0.65 -1.28 -0.10
C 3.2196 -4.2292 8.2257 -0.32 0.94 0.59
C -1.4418 -3.5636 7.5417 1.10 -0.85 1.48
H 1.5861 -1.8487 7.5842 0.57 0.38 0.06
H 0.5399 -2.0524 9.0400 0.05 0.07 -0.78
H -0.0536 -1.1981 7.5732 0.38 -0.74 0.22
H -0.2718 -4.1755 5.3180 -0.13 -0.33 0.24
H 0.0684 -2.4901 5.3381 0.08 -0.13 0.31
H 2.5513 -3.0034 5.6448 -0.33 0.27 0.01
H 1.7963 -3.8083 4.2358 0.41 -0.34 1.32
H 3.3135 -5.1249 5.8040 0.96 -0.30 0.16
H 1.8781 -5.9533 5.5663 -0.59 0.13 0.41
H 3.1491 -6.9237 7.8330 0.14 -0.08 -0.08
H 1.9988 -6.6289 9.1007 -0.16 0.28 0.20
H 1.4309 -7.0864 7.4880 0.14 0.32 0.21
H 3.0968 -4.3547 9.2969 0.45 0.04 0.26
H 4.1604 -4.6207 7.9437 1.20 -0.32 -0.15
H 3.2136 -3.1352 8.0229 -0.17 -0.77 -0.17
H -1.7771 -4.6231 7.3184 0.47 1.29 0.18
H -2.0076 -2.8503 6.9705 -0.12 0.31 -0.62
H -1.6806 -3.3167 8.6140 0.23 -0.50 -0.89
H 1.3618 -3.7967 9.5623 -0.85 -0.69 -0.04
C 2.3679 5.7089 -2.3389 1.31 0.44 -1.80
C 2.2215 4.5649 -3.3877 -0.21 0.67 0.24
C 1.6242 5.1499 -4.6851 0.02 0.30 -0.35
C 1.7078 4.2427 -5.9594 1.86 1.35 2.09
C 3.1576 3.7401 -5.9890 -0.09 0.55 -1.38
C 3.6807 3.0430 -4.7565 0.69 0.02 1.27
N 3.5875 4.0529 -3.6434 -0.96 -0.54 -0.47
O 4.1521 3.5759 -2.4330 -0.74 -1.25 0.36
C 2.9025 1.6963 -4.5229 0.72 0.37 0.91
C 5.2461 2.8424 -4.9330 -1.96 -0.66 -0.43
C 1.2191 3.5566 -2.8898 -1.07 0.01 0.29
H 3.2510 6.2868 -2.7050 -0.37 -0.37 0.60
H 2.5225 5.4438 -1.2978 -0.13 -0.32 -0.05
H 1.5601 6.4042 -2.4714 -0.70 0.12 0.29
H 0.6034 5.4720 -4.4339 0.25 -0.16 -0.20
H 2.1685 6.0746 -4.9128 0.05 -0.08 -0.09
H 1.5844 4.8678 -6.8128 -0.28 0.53 -0.75
H 1.0177 3.4531 -6.0404 -1.01 -1.05 0.36
H 3.8204 4.5996 -6.2273 -0.29 -0.36 0.27
H 3.2049 3.0968 -6.8717 0.44 -0.37 0.14
H 3.3516 0.9388 -5.1340 0.52 -0.53 -0.39
H 2.9740 1.3467 -3.4677 0.16 0.35 -0.55
H 1.8440 1.6656 -4.7611 -0.03 0.53 -0.14
H 5.7165 3.8214 -4.9109 0.06 -0.04 -0.18
H 5.6751 2.2068 -4.1635 -0.05 -0.02 0.08
H 5.3113 2.3408 -5.9086 0.59 0.19 0.17
H 1.6853 2.9328 -2.1437 -0.31 -0.44 0.55
H 0.7555 2.9570 -3.6601 0.43 -0.34 -0.36
H 0.3154 4.0645 -2.4933 0.79 -0.04 0.36
H 3.6104 2.8008 -2.0713 0.78 1.17 -0.77
C -5.0471 4.5504 0.0639 2.17 -2.05 -1.55
O -4.1952 5.3924 -0.7238 0.39 -0.25 0.85
C -4.7215 5.5341 -2.0092 -1.78 0.24 -0.59
C -4.1205 6.7093 -2.7417 2.20 -1.38 0.25
N -4.0862 7.8977 -1.9092 -0.91 0.11 -1.52
C -3.3080 8.9119 -2.5927 0.16 0.31 -0.04
C -3.6388 10.3017 -2.1375 1.00 0.81 0.11
O -3.2345 10.5363 -0.7960 -0.42 0.05 0.04
C -4.0067 11.4655 -0.0621 0.96 0.12 1.93
H -4.5706 4.3128 1.0210 -0.08 0.43 -0.17
H -5.1548 3.5509 -0.5030 -0.11 1.30 0.88
H -5.9704 5.0334 0.1408 -1.63 0.59 0.51
H -5.8161 5.7945 -1.9007 0.63 -0.57 -0.17
H -4.5903 4.6011 -2.6083 -0.27 0.58 0.39
H -4.6734 6.8485 -3.6793 0.10 0.19 0.25
H -3.0522 6.3512 -3.0330 -1.31 0.80 0.20
H -3.6438 7.6771 -1.0465 0.21 -0.25 0.80
H -3.6058 8.9751 -3.6600 0.44 -0.60 0.36
H -2.2413 8.6565 -2.4603 -0.05 0.47 -0.53
H -4.6910 10.4289 -2.2966 -0.91 0.16 0.34
H -3.1446 11.0399 -2.7980 0.02 -0.21 0.15
H -3.6466 11.4101 1.0221 -0.51 -0.16 -1.41
H -5.0677 11.2842 -0.0838 -0.54 -0.54 -0.11
H -3.8964 12.5234 -0.3080 0.43 0.05 -0.66
C -0.7733 -8.5147 5.6456 0.93 -0.42 0.52
O -1.8508 -8.0857 4.9034 -1.33 0.42 -0.46
C -3.1568 -8.3107 5.4732 1.02 -0.96 1.47
C -4.1137 -7.5935 4.6350 -0.98 1.03 -0.48
N -3.9549 -6.1737 4.8159 0.10 1.11 -0.01
C -4.7989 -5.2881 4.0015 -0.55 -2.22 0.46
C -4.2817 -3.9321 4.1443 -0.29 1.75 0.22
O -3.0189 -3.8524 3.5908 1.94 -0.92 -0.38
C -2.4252 -2.5882 3.5983 -2.03 1.08 -0.69
H 0.1566 -7.9926 5.3772 -0.31 -0.29 -0.75
H -0.6624 -9.6061 5.5727 0.25 0.14 0.08
H -0.8367 -8.2275 6.6780 -0.53 -0.06 0.95
H -3.2240 -7.8687 6.4875 0.36 -0.28 -0.21
H -3.4400 -9.3981 5.5559 0.61 0.72 -0.24
H -5.1483 -7.8121 4.9624 0.39 -0.39 -0.61
H -3.8461 -7.8581 3.6158 -0.74 -0.45 -0.63
H -3.0328 -5.8977 4.5219 0.66 -0.30 0.24
H -5.8070 -5.3061 4.4024 -0.39 0.01 0.13
H -4.8872 -5.6306 2.9570 0.27 0.46 0.10
H -4.2490 -3.6074 5.1951 -0.08 -0.21 0.05
H -4.9227 -3.2389 3.6147 -0.50 0.39 -0.20
H -3.1520 -1.9275 3.0621 0.63 0.10 0.18
H -1.5028 -2.5678 3.0453 0.46 -0.32 -0.09
H -2.3141 -2.1553 4.5873 0.25 -0.16 0.45
C -1.4371 -2.0942 -11.5013 0.59 0.21 -0.35
O -1.5812 -1.5321 -10.2100 -0.97 -1.50 0.06
C -2.3495 -2.4285 -9.3529 0.74 1.29 0.33
C -2.5860 -1.6046 -8.0975 -0.24 -0.52 -0.64
N -1.3202 -1.0724 -7.6527 0.46 0.71 -1.25
C -1.5830 -0.0644 -6.6724 -0.88 -0.52 1.74
C -0.3408 0.5868 -6.2365 2.05 1.71 1.04
O -0.3863 1.3809 -4.9910 -0.22 -0.54 -2.17
C -0.8154 0.7093 -3.8308 1.07 1.29 0.91
H -2.3819 -1.9698 -12.0417 -0.03 -0.57 -0.05
H -1.0465 -3.1722 -11.5227 -0.61 1.44 0.18
H -0.7356 -1.4180 -12.0054 0.10 -0.47 -0.05
H -1.6873 -3.2372 -9.0902 0.09 -0.73 -0.08
H -3.2862 -2.7807 -9.8063 0.27 0.15 -0.11
H -3.0367 -2.1894 -7.2959 -0.12 -0.12 -0.03
H -3.2614 -0.7934 -8.3776 -0.38 0.16 0.11
H -0.9894 -0.5385 -8.4917 0.10 -0.88 0.89
H -1.9671 -0.4905 -5.7376 -0.26 -0.54 -0.22
H -2.3885 0.5737 -6.9998 -0.19 0.98 -0.16
H 0.0473 1.2956 -6.9924 -0.13 -0.17 0.32
H 0.4434 -0.1749 -6.0927 -0.32 0.01 -0.10
H -0.5324 1.4349 -3.0458 -0.52 -0.19 -0.07
H -0.1721 -0.1340 -3.5478 -0.55 -0.57 -0.52
H -1.8931 0.6158 -3.8292 -0.22 -0.67 0.22
C -1.7107 4.6922 -4.6217 -0.13 -1.25 0.03
O -3.0401 4.2281 -4.4396 -0.22 0.11 -0.34
C -3.5893 3.6021 -5.6049 3.04 -0.75 0.34
C -4.6051 2.6356 -5.1145 -2.04 -0.69 -0.41
N -4.2317 1.7918 -3.9863 -0.46 -0.35 -0.58
C -5.3127 0.8697 -3.5791 0.61 0.07 0.56
C -6.6369 1.5220 -3.2805 -0.64 0.38 1.33
O -6.4619 2.4898 -2.2479 -0.56 -0.22 0.22
C -7.6559 3.0228 -1.6717 0.43 0.08 0.80
H -1.6560 5.6391 -5.1891 0.02 -0.42 -0.01
H -1.1747 3.8211 -5.1030 0.08 1.25 0.36
H -1.3294 4.8479 -3.6057 0.08 0.09 -0.32
H -2.7266 3.0896 -6.1613 -1.05 0.46 0.63
H -3.9781 4.3749 -6.2389 -0.57 0.22 -0.61
H -4.9007 1.8739 -5.8771 0.13 0.96 -0.04
H -5.4949 3.2950 -4.9309 0.24 -0.71 0.18
H -4.0072 2.3666 -3.2084 0.35 0.58 0.78
H -4.9117 0.2758 -2.7347 -0.46 0.34 -0.27
H -5.5390 0.1857 -4.3767 0.25 -0.54 -0.61
H -7.4839 0.8355 -3.0255 0.85 0.08 -0.10
H -6.9346 2.0770 -4.1367 -0.56 0.30 -1.11
H -7.2408 3.7137 -0.9252 -0.56 0.15 -0.42
H -8.2051 2.2789 -1.0380 0.19 0.18 -0.92
H -8.3443 3.5707 -2.3700 0.68 -0.64 0.37
C -0.6586 -5.7441 1.9979 -0.94 0.59 0.01
O -0.5147 -5.2393 0.6837 0.40 -0.50 -0.61
C 0.2196 -6.1037 -0.2359 -0.62 0.55 0.18
C 0.6589 -5.2130 -1.3817 -0.47 0.43 0.48
N -0.5019 -4.6818 -2.0735 0.21 -0.65 -0.87
C -0.0818 -3.8350 -3.1600 2.04 0.72 0.87
C -1.1962 -3.2103 -3.8746 -2.16 0.35 0.73
O -2.0339 -2.4484 -2.9601 -0.01 0.22 -0.47
C -3.3704 -2.1423 -3.4297 1.16 -0.68 0.28
H -1.2991 -5.0248 2.5704 0.05 -0.91 -0.69
H 0.2631 -5.7212 2.5336 1.21 -0.22 0.32
H -1.0355 -6.7778 2.0039 -0.22 0.31 0.13
H -0.4810 -6.8839 -0.6605 0.83 0.46 0.73
H 1.1167 -6.5007 0.2737 -0.54 -0.24 -0.16
H 1.3385 -5.7175 -2.0716 -0.34 -0.37 -0.13
H 1.2975 -4.3980 -1.0084 -0.01 0.14 0.36
H -1.2137 -4.2405 -1.5009 0.44 0.02 0.22
H 0.4373 -4.4104 -3.9501 0.05 -0.12 0.43
H 0.6968 -3.0746 -2.7863 -0.90 -0.53 -0.55
H -1.7953 -4.0435 -4.2358 -0.35 -0.05 -0.45
H -0.8375 -2.6134 -4.6952 0.03 0.51 -0.49
H -3.8905 -3.0852 -3.6061 -0.12 -0.03 -0.39
H -3.3472 -1.5031 -4.3250 -0.09 -0.16 0.19
H -3.9098 -1.6631 -2.6141 0.24 0.19 0.02
C 6.3665 -5.8646 -4.9006 0.17 -1.92 -0.86
O 5.8643 -5.9876 -3.5950 -1.76 -1.61 -0.02
C 4.6092 -6.7729 -3.6163 1.33 -0.17 0.52
C 4.2215 -7.1628 -2.2079 1.22 1.05 0.56
N 4.0170 -5.9029 -1.5205 -1.03 0.16 0.79
C 3.9348 -5.8850 -0.0576 -0.59 0.06 -1.02
C 5.0906 -5.2228 0.5923 1.86 -0.60 0.34
O 5.0548 -3.8347 0.6064 1.08 1.38 -0.09
C 6.3517 -3.3066 1.0678 -1.48 -0.30 -2.52
H 6.3267 -6.8450 -5.5490 0.00 1.42 1.42
H 7.3991 -5.6364 -4.7406 0.68 0.43 -0.40
H 5.8533 -5.1243 -5.4922 -0.23 0.57 -0.12
H 4.7617 -7.6972 -4.1649 0.15 0.01 -0.51
H 3.8670 -6.1501 -4.0682 -0.73 0.27 -0.43
H 5.0443 -7.7864 -1.7785 -0.24 0.34 -0.12
H 3.3269 -7.7669 -2.1426 -0.39 -0.16 -0.38
H 4.6351 -5.1939 -1.8454 0.53 0.38 -0.32
H 4.0189 -6.9286 0.2341 -0.54 -0.16 0.49
H 2.9943 -5.3910 0.3020 0.55 -0.63 -0.20
H 6.0431 -5.5580 0.0492 -0.96 0.12 0.83
H 5.1003 -5.5312 1.6471 0.37 -0.40 -0.01
H 6.6320 -3.7638 1.9632 0.39 -0.71 1.64
H 6.2188 -2.2561 1.1765 -0.06 0.77 0.31
H 7.1380 -3.4865 0.3116 -0.35 -0.09 0.16
C -0.1383 7.7218 -0.4854 -0.85 0.49 0.09
O 0.2579 9.0589 -0.3458 -0.55 0.29 0.83
C -0.2332 9.5946 0.8827 -0.58 0.31 0.01
C -0.0911 11.1041 0.7576 -0.08 0.10 1.71
N -0.5040 11.8295 1.9751 -1.06 0.70 -0.36
C 0.2454 11.8214 3.2223 -1.26 -0.75 -0.46
C 1.5464 12.4950 3.1358 2.08 0.02 0.18
O 1.4482 13.8569 2.8283 0.20 -0.02 -0.91
C 1.1832 14.6649 3.9196 0.22 0.16 0.44
H -1.2062 7.6189 -0.1718 0.60 -0.17 -0.32
H 0.4802 7.0598 0.1007 0.25 -0.41 0.37
H -0.0164 7.4967 -1.5273 -0.12 -0.41 -0.50
H 0.2968 9.1363 1.7402 0.02 0.30 -0.24
H -1.3304 9.4067 1.0434 0.79 -0.19 -0.37
H -0.7854 11.4310 0.0096 -0.25 0.05 -0.62
H 0.9039 11.3398 0.4402 0.86 0.18 -0.31
H -0.7739 12.7885 1.7420 0.24 -0.58 0.00
H 0.3429 10.7749 3.4721 0.39 -0.33 0.48
H -0.3810 12.2754 4.0019 0.02 -0.11 -0.17
H 2.1621 12.0441 2.3743 -0.03 -0.14 -0.84
H 2.2158 12.3509 3.9893 -0.40 0.06 0.68
H 2.0721 14.8796 4.5372 -0.20 -0.25 -0.08
H 0.3781 14.2660 4.5075 -0.31 -0.37 0.75
H 0.8001 15.5757 3.5358 -0.14 1.12 -0.37
C -7.9609 -7.6084 0.8279 0.08 -0.60 0.20
O -6.9869 -6.8559 0.1077 -0.77 -0.68 0.77
C -5.6704 -7.0985 0.5675 0.40 1.80 -0.68
C -4.8024 -5.9100 0.0323 1.31 -2.75 1.44
N -5.2071 -4.6626 0.6082 -0.63 -0.21 0.00
C -4.2265 -3.6243 0.2922 -1.02 -0.23 -2.32
C -4.7342 -2.2383 0.5844 0.45 1.16 1.16
O -5.7409 -1.8993 -0.3512 0.03 -0.91 -0.79
C -6.5505 -0.8222 -0.0442 -0.56 0.06 1.83
H -7.8924 -8.7183 0.7245 0.39 0.61 -0.32
H -8.9401 -7.3348 0.4653 -0.20 0.25 -0.19
H -7.9432 -7.4411 1.9186 0.24 0.34 -0.28
H -5.3010 -8.0260 0.1434 0.17 -0.40 0.13
H -5.6202 -7.0805 1.6618 -0.12 -0.27 -0.08
H -4.7772 -6.0249 -1.0654 -0.01 0.60 0.05
H -3.7543 -6.1745 0.4183 -1.09 0.52 -0.65
H -6.1444 -4.5010 0.2255 0.49 0.64 0.22
H -4.0980 -3.7137 -0.8336 0.63 0.49 0.93
H -3.3032 -3.8609 0.8031 0.29 0.09 0.15
H -3.9151 -1.4304 0.5827 -0.90 -1.19 0.00
H -5.1853 -2.2840 1.6065 0.20 0.27 -0.43
H -7.1388 -0.9404 0.8963 0.16 -0.51 -0.35
H -7.2625 -0.6324 -0.8193 -0.20 -0.04 -0.73
H -5.9964 0.0631 0.1760 0.78 0.98 -0.27
C 1.4372 -2.0773 1.7099 -2.30 1.38 1.30
O 0.6822 -0.9714 1.1918 -1.21 -0.22 -0.89
C -0.2781 -1.4213 0.1776 -0.12 -0.59 0.74
C -1.1115 -0.2910 -0.4504 1.08 -0.23 0.98
N -2.1503 0.2409 0.4551 0.32 0.78 -0.33
C -2.9169 1.3680 -0.1597 0.30 -0.94 0.03
C -2.1622 2.6398 -0.6044 -0.61 -0.14 1.16
O -1.6966 3.2996 0.5778 -0.49 0.49 -0.02
C -1.1014 4.5706 0.3029 -0.03 0.10 -0.28
H 0.6996 -2.8654 1.9116 0.53 -0.39 -0.01
H 1.8472 -1.7180 2.6718 0.13 -0.36 -0.56
H 2.1653 -2.3424 1.0061 1.27 -0.84 -0.83
H -1.0116 -2.1738 0.5809 0.60 0.59 0.28
H 0.2668 -2.0267 -0.5726 -0.05 0.60 -0.15
H -1.5841 -0.7934 -1.2866 -0.29 0.18 -0.38
H -0.3952 0.4642 -0.8307 -0.33 -0.09 0.07
H -1.7771 0.5112 1.3688 0.17 0.01 -0.53
H -3.7614 1.5843 0.5059 0.27 0.30 -0.02
H -3.3618 0.9001 -1.0414 -0.12 0.24 -0.29
H -2.8672 3.3258 -1.1384 0.66 -0.55 0.01
H -1.2932 2.3351 -1.1957 -0.14 0.33 -0.36
H -0.2936 4.3480 -0.4293 -0.05 0.74 0.59
H -0.7507 5.0033 1.2695 0.07 -0.56 -0.78
H -1.7869 5.3454 -0.1401 0.20 -1.04 0.23
C 1.9430 3.3959 1.1790 0.87 -0.48 -0.35
O 2.3818 2.9054 2.4165 0.05 1.30 0.80
C 2.1001 1.5629 2.4977 -0.10 -1.68 -1.08
C 2.1772 1.0229 3.8880 -0.57 0.49 0.89
N 1.0544 1.3429 4.7885 0.62 1.00 0.18
C -0.0668 0.4785 4.6495 -0.58 -0.98 -1.44
C -1.2632 0.8731 5.5240 0.84 0.27 -0.92
O -1.8429 2.0366 4.9646 0.60 1.15 0.90
C -2.7494 1.8354 3.9290 -0.79 0.25 0.05
H 0.8778 3.1814 1.0995 0.00 0.06 -0.51
H 2.5648 2.9272 0.3742 -0.73 0.11 0.18
H 2.1519 4.4491 1.1438 -0.12 0.58 0.06
H 2.8943 1.0306 1.9198 -0.61 -0.10 -0.13
H 1.1028 1.3567 2.0410 0.59 -0.13 0.20
H 3.0861 1.4340 4.3213 0.10 -0.06 0.25
H 2.2763 -0.0685 3.8308 -0.01 0.23 0.17
H 0.7656 2.3219 4.7036 0.26 -0.39 -0.11
H 0.3089 -0.5240 4.8456 -0.22 -0.31 0.48
H -0.3870 0.3761 3.5551 -0.12 0.27 0.98
H -0.9268 1.0442 6.5651 -0.35 0.19 -0.55
H -2.0469 0.1505 5.4756 -0.30 -1.20 0.36
H -2.6321 2.6049 3.1882 0.21 0.58 -0.32
H -3.7948 1.9012 4.2836 0.28 -0.30 0.02
H -2.5846 0.9137 3.4012 -0.03 -0.78 -0.13
C 9.0231 -2.5588 8.6258 0.15 0.17 -0.40
O 8.0962 -2.2869 7.6029 -0.56 -1.15 1.01
C 8.4148 -1.2610 6.7647 1.20 1.90 -0.28
C 7.6798 -1.4398 5.4671 -0.43 -0.43 -0.57
N 6.2320 -1.2281 5.7012 -0.49 0.05 0.21
C 5.3109 -1.7162 4.6305 0.81 0.80 0.27
C 5.0465 -0.6414 3.5225 -0.74 -0.82 -0.41
O 6.1924 -0.3301 2.7532 0.40 0.53 -0.06
C 6.0121 0.8649 1.9581 -0.12 -2.94 -1.79
H 8.6271 -3.4544 9.0661 0.37 -0.63 0.33
H 9.0362 -1.8002 9.4147 0.08 0.26 -0.17
H 10.0493 -2.6826 8.1945 -0.68 -0.07 0.45
H 9.5280 -1.2253 6.6370 -0.63 -0.08 -0.36
H 8.1526 -0.2603 7.2075 0.04 -0.62 -0.25
H 7.8681 -2.4792 5.0768 0.00 0.69 0.25
H 8.1177 -0.7294 4.7406 -0.62 -0.23 0.16
H 5.9916 -1.5953 6.6369 0.13 0.15 -0.99
H 4.3535 -2.1545 4.9953 0.51 0.97 0.14
H 5.7926 -2.5923 4.2293 0.26 -0.43 -0.96
H 4.6572 0.3116 3.9297 0.06 -0.74 0.15
H 4.2916 -1.0863 2.7970 0.32 0.48 0.80
H 5.7033 1.6638 2.5339 -0.97 1.71 1.33
H 5.2959 0.6695 1.0849 0.69 0.35 1.25
H 6.9755 1.1073 1.5429 0.41 -0.03 -0.19
C 2.1276 -2.9917 -7.4622 2.43 1.26 -0.92
O 2.9225 -3.0262 -6.3066 0.38 0.23 -0.26
C 2.4787 -2.1185 -5.3496 0.24 1.28 0.09
C 3.4475 -2.1925 -4.2070 -0.13 -1.19 0.56
N 2.9783 -1.5007 -3.0360 -0.13 0.38 0.79
C 3.7140 -1.8735 -1.8229 -0.35 -2.22 -0.99
C 3.5293 -0.8801 -0.7502 1.22 0.83 0.36
O 4.0121 0.4250 -1.1096 -0.76 -0.12 0.28
C 5.3155 0.3992 -1.6031 0.24 0.31 -0.06
H 2.6572 -3.6051 -8.1997 -0.48 0.01 0.04
H 2.0513 -1.9519 -7.8544 0.05 -0.47 0.11
H 1.1779 -3.3154 -7.2344 -2.40 -0.98 0.21
H 1.5228 -2.3976 -4.9587 -0.96 -0.35 0.26
H 2.3208 -1.0677 -5.7314 0.53 -0.80 -0.06
H 4.4803 -1.9485 -4.4995 -0.08 0.02 -0.07
H 3.4027 -3.2715 -3.9360 0.49 0.44 -0.12
H 3.0764 -0.5026 -3.1160 -0.05 0.30 -0.35
H 4.7612 -2.1242 -2.1325 -0.46 0.16 0.81
H 3.2405 -2.7965 -1.3711 0.68 0.45 -0.68
H 4.0682 -1.2441 0.1702 -0.69 0.38 -0.56
H 2.4662 -0.7519 -0.6430 -0.42 0.07 0.68
H 5.3676 0.0027 -2.6135 0.04 -0.02 -0.32
H 5.9637 -0.1912 -0.9758 0.39 -0.40 0.36
H 5.6676 1.4180 -1.5814 0.21 0.37 -0.20
```
Forces are in eV/Å.

Löwdin population analysis, charges in e, atoms 1 to 4: number 1, C, carries -0.021; number 2, C, carries -0.463; number 3, C, carries -0.137; number 4, C, carries -0.159